Record 1
CH4O2S3 | ωB97M-V/def2-TZVPD

HOMO-LUMO gap: 0.3301 Ha
Largest force on an atom: 0.0724 Eh/bohr
Energy relative to the best compared isomer or geometry (same formula, charge and spin): 45.5 kcal per mole
2S+1: 1

```
10
Properties=species:S:1:pos:R:3:nbo_charge:R:1
C 0.7066 0.3600 -0.8996 -0.266
O 0.4780 0.8731 2.0218 -0.935
O -0.9202 0.7781 -0.1042 -0.783
S -2.2821 0.0640 2.3512 -0.393
S 0.7804 -1.3096 -1.2945 0.117
S -0.6851 0.2675 1.3756 1.618
H 0.5489 0.9996 -1.6515 0.214
H 1.6108 0.5770 -0.2026 0.281
H 0.0488 -1.5071 -2.4370 0.154
H -0.2860 -1.1025 0.8407 -0.005
```

Record 2
CH4O2SSi | ωB97M-V/def2-TZVPD

Structure (SMILES): O=S(=O)=C[SiH3]
HOMO-LUMO gap: 0.3304 Ha
Largest force on an atom: 0.0691 Eh/bohr
Energy relative to the best compared isomer or geometry (same formula, charge and spin): 41.1 kcal per mole
2S+1: 1

```
9
Properties=species:S:1:pos:R:3:nbo_charge:R:1
C 0.3170 0.2264 -0.6817 -1.046
O 2.7939 0.8081 -0.1160 -0.859
O 1.7776 -0.9058 1.2978 -0.849
Si -1.4017 -0.3119 -0.0021 0.840
S 1.5853 0.1902 0.3324 2.049
H 0.4313 1.1254 -1.2894 0.273
H -2.4865 -0.4785 -1.0166 -0.141
H -1.7280 0.9767 0.8805 -0.132
H -1.2889 -1.6307 0.5951 -0.133
```

Record 3
CH4O3 | ωB97M-V/def2-TZVPD

HOMO-LUMO gap: 0.2146 Ha
Largest force on an atom: 0.1286 Eh/bohr
Energy relative to the best compared isomer or geometry (same formula, charge and spin): 103.0 kcal per mole
2S+1: 1

```
8
Properties=species:S:1:pos:R:3:nbo_charge:R:1
O -1.6710 -0.5742 -0.0570 -0.785
H -0.7449 -0.2348 0.4748 0.522
H -1.6185 -0.4274 -1.0015 0.496
H -1.4077 -1.8620 -0.7085 0.528
O 0.5790 -0.0729 0.8404 -0.803
C 1.3899 0.7813 0.3094 0.643
O 2.5448 0.9692 0.6041 -0.627
H 0.9283 1.4208 -0.4616 0.027
```

Record 4
CH4O3 | ωB97M-V/def2-TZVPD

HOMO-LUMO gap (alpha / beta): 0.3172 / 0.3306 Ha
Largest force on an atom: 0.1541 Eh/bohr
Energy relative to the best compared isomer or geometry (same formula, charge and spin): 153.2 kcal per mole
2S+1: 1

```
8
Properties=species:S:1:pos:R:3:nbo_charge:R:1
C 0.0895 -0.7188 -0.6867 0.076
O -0.9142 0.7246 0.8952 -0.940
O 2.2338 -0.0584 -0.5634 -0.424
O 1.3449 -0.8896 -0.2915 -0.058
H -0.5450 -1.6149 -0.5283 0.194
H -0.1342 0.1946 -1.3037 0.184
H -1.3310 1.4076 0.4943 0.469
H -0.7438 0.9549 1.9842 0.500
```

> Which value of 2S+1 does entry 2 give?

1